No. 1
Molecular formula: CH2FN
Method: DFT, the ωB97M-V functional and the def2-TZVPD basis

ORCA input file:
```
! RIJCOSX wB97M-V def2-TZVPD def2/J DEFGRID3
* xyz 0 1
C 0.473 0.107 0.022
N 1.567 0.656 -0.099
F 2.717 -0.277 0.063
H -0.487 0.868 0.138
H 0.086 -0.988 0.156
*
```

Relative energy (zero: lowest compared OMol25 entry of this formula, charge and spin) = 235.3 kJ/mol
SMILES = C=NF
Lowest unoccupied orbital energy = 0.78 eV
Highest occupied orbital energy = -11.533 eV
M = 47.03 g/mol

No. 2
Molecular formula: C17H26GaNO8S2
Method: DFT, the ωB97M-V functional and the def2-TZVPD basis

ORCA input file:
```
! RIJCOSX wB97M-V def2-TZVPD def2/J DEFGRID3
* xyz -2 1
C 0.408 -1.259 -0.963
C 0.000 -0.762 -2.436
O 0.806 0.004 -3.010
O -1.207 -1.231 -2.960
C -1.693 -0.380 -4.042
Ga -2.677 1.304 -3.308
C -1.588 2.250 -1.785
O -1.391 1.527 -0.735
O -1.135 3.551 -1.854
C -4.452 0.658 -2.370
C -4.985 -0.683 -2.829
C -6.242 -1.266 -2.179
C -6.786 -0.331 -1.091
C -6.100 0.986 -0.834
N -4.944 1.575 -1.405
H 0.892 -0.368 -0.435
H 1.183 -2.088 -1.014
H -0.520 -1.590 -0.382
H -2.468 -1.013 -4.620
H -0.892 -0.118 -4.824
H -3.069 2.325 -4.493
H -4.458 -1.258 -3.650
H -6.723 -2.260 -2.428
H -7.701 -0.631 -0.486
H -6.595 1.641 -0.026
C 1.849 -2.227 4.474
C 1.493 -3.713 4.569
C 1.020 -4.159 3.184
S 1.842 -3.092 2.004
O 0.859 -2.273 1.344
O 2.823 -3.862 1.270
C 2.685 -2.082 3.210
H 2.394 -1.884 5.356
H 0.934 -1.632 4.389
H 2.384 -4.283 4.855
H 0.728 -3.898 5.326
H 1.288 -5.197 2.982
H -0.057 -4.024 3.068
H 2.749 -1.054 2.851
H 3.686 -2.496 3.351
C 3.250 4.282 0.348
C 2.606 3.677 -0.903
C 3.034 2.209 -0.975
S 3.331 1.692 0.712
O 4.740 1.391 0.864
O 2.298 0.766 1.110
C 3.005 3.276 1.465
H 2.828 5.260 0.588
H 4.327 4.408 0.186
H 1.516 3.739 -0.820
H 2.896 4.215 -1.808
H 2.253 1.584 -1.414
H 3.964 2.089 -1.533
H 3.658 3.420 2.326
H 1.959 3.287 1.780
*
```

Lowest unoccupied orbital energy = 3.55 eV
Highest occupied orbital energy = 0.410 eV
M = 506.25 g/mol

No. 3
Molecular formula: C4H9N2
Method: DFT, the ωB97M-V functional and the def2-TZVPD basis

ORCA input file:
```
! RIJCOSX wB97M-V def2-TZVPD def2/J DEFGRID3
* xyz 1 1
C 2.327 -0.092 -0.829
C 2.516 0.049 0.453
C -0.251 -0.843 0.334
C -1.431 -0.120 -0.326
N 1.245 0.310 0.035
N -1.993 1.074 0.200
H 2.579 -0.461 -1.813
H 2.789 -0.062 1.471
H -0.255 -0.880 1.428
H -0.128 -1.897 -0.041
H -2.199 -0.985 -0.387
H -1.076 0.087 -1.345
H -2.818 1.365 -0.299
H 0.776 1.215 0.002
H -2.080 1.240 1.118
*
```

Relative energy (zero: lowest compared OMol25 entry of this formula, charge and spin) = 556.7 kJ/mol
Lowest unoccupied orbital energy = -3.97 eV
Highest occupied orbital energy = -13.135 eV
M = 85.13 g/mol

No. 4
Molecular formula: C16H28ClCuN4O4
Method: DFT, the ωB97M-V functional and the def2-TZVPD basis

ORCA input file:
```
! RIJCOSX wB97M-V def2-TZVPD def2/J DEFGRID3
* xyz 0 1
Cu 1.981 1.778 3.806
Cl 1.405 -0.216 0.807
O 2.808 -0.461 1.049
O 0.861 0.293 2.042
O 1.324 0.805 -0.229
O 0.709 -1.397 0.418
C 0.880 -2.336 4.300
C 2.098 -2.744 3.487
C 3.447 -2.309 4.088
C 3.546 -0.899 4.434
N 3.686 0.204 4.731
H 0.921 -2.688 5.333
H -0.042 -2.755 3.896
H 0.720 -1.255 4.318
H 2.097 -2.334 2.476
H 2.061 -3.822 3.334
H 4.296 -2.527 3.431
H 3.775 -2.905 4.946
C -4.399 -0.722 1.244
C -2.901 -0.924 1.105
C -2.260 -1.597 2.345
C -2.866 -2.888 2.672
N -3.343 -3.907 2.897
H -4.876 -1.680 1.460
H -4.801 -0.329 0.309
H -4.758 -0.036 2.016
H -2.361 -0.005 0.879
H -2.852 -1.554 0.215
H -2.378 -0.933 3.203
H -1.190 -1.761 2.213
C -1.121 -2.457 -3.712
C -1.975 -1.378 -2.995
C -1.172 -0.117 -2.711
C -0.529 0.504 -3.879
N -0.048 0.979 -4.807
H -0.438 -2.073 -4.468
H -1.783 -3.218 -4.124
H -0.479 -2.981 -2.999
H -2.246 -1.871 -2.064
H -2.807 -1.129 -3.652
H -0.306 -0.344 -2.081
H -1.776 0.614 -2.173
C 1.686 5.685 -3.983
C 2.082 4.883 -2.767
C 1.353 3.544 -2.641
C -0.097 3.639 -2.722
N -1.242 3.700 -2.791
H 0.641 5.992 -4.000
H 1.881 5.216 -4.953
H 2.318 6.571 -4.096
H 1.965 5.497 -1.870
H 3.158 4.697 -2.757
H 1.566 3.132 -1.650
H 1.784 2.820 -3.332
*
```

Relative energy (zero: lowest compared OMol25 entry of this formula, charge and spin) = 206.1 kJ/mol
Lowest unoccupied orbital energy = -2.66 eV
Highest occupied orbital energy = -10.341 eV
M = 439.42 g/mol

No. 5
Molecular formula: C10H55Cl3N4O22S3
Method: DFT, the ωB97M-V functional and the def2-TZVPD basis

ORCA input file:
```
! RIJCOSX wB97M-V def2-TZVPD def2/J DEFGRID3
* xyz 0 1
O -0.752 4.634 -0.492
Cl -6.719 5.408 2.003
Cl -4.962 2.967 2.464
Cl -3.750 5.610 2.484
N 1.051 -2.377 -0.251
N -0.929 2.053 0.532
O -2.054 2.881 0.292
S 0.433 -0.048 0.688
S -4.530 4.335 -0.113
S -1.353 -1.605 -0.991
C -1.839 4.119 -0.260
C 0.181 -1.432 -0.232
C -0.984 0.798 0.172
N -2.977 4.905 -0.498
N 2.346 -2.351 0.381
C -5.035 4.594 1.690
C -2.953 6.235 -1.109
C 3.245 -3.232 -0.371
C 2.370 -2.451 1.883
C -2.784 0.633 -1.654
C -3.154 -0.349 0.608
C -2.050 0.014 -0.478
H -2.516 6.135 -2.109
H -4.017 6.586 -1.164
H -2.324 6.880 -0.535
H 4.277 -3.168 -0.028
H 2.911 -4.275 -0.216
H 3.170 -2.934 -1.410
H 3.406 -2.574 2.273
H 1.758 -1.671 2.399
H 1.855 -3.343 2.140
H -3.407 -0.170 -2.090
H -2.025 0.895 -2.414
H -3.468 1.450 -1.358
H -3.620 0.480 1.101
H -2.767 -0.899 1.491
H -4.034 -0.996 0.271
O -0.170 -4.847 0.508
H 0.540 -4.149 0.684
H 0.137 -5.421 -0.267
O -4.325 0.045 -5.248
H -4.628 -0.816 -4.812
H -3.314 0.077 -5.212
O 4.753 -4.970 3.312
H 4.007 -4.824 3.980
H 5.568 -5.294 3.816
O 4.677 -5.822 -1.702
H 5.024 -5.766 -0.753
H 5.015 -5.014 -2.209
O 2.849 -1.235 5.097
H 3.605 -0.969 5.714
H 2.576 -2.182 5.323
O 5.869 -1.828 3.624
H 5.428 -2.735 3.549
H 5.246 -1.216 4.134
O 0.940 2.939 -2.158
H 1.557 2.149 -2.022
H 0.686 3.301 -1.248
O -5.108 -2.207 -3.949
H -4.544 -2.802 -3.357
H -6.030 -2.138 -3.540
O 5.477 -3.648 -3.199
H 5.587 -2.716 -2.822
H 6.191 -3.791 -3.901
O -4.265 -3.548 2.599
H -4.312 -4.375 3.181
H -3.525 -3.682 1.922
O -3.081 7.855 -4.459
H -2.104 7.709 -4.242
H -3.241 8.850 -4.541
O 0.383 6.784 1.029
H 0.372 6.742 2.040
H 0.000 5.917 0.673
O 1.094 0.767 3.928
H 1.424 0.002 4.503
H 1.684 0.821 3.107
O 0.893 -2.772 -3.288
H 0.282 -3.027 -4.052
H 0.678 -3.369 -2.500
O 6.049 -5.636 0.857
H 6.347 -4.961 1.549
H 5.362 -6.243 1.285
O -1.010 9.193 0.694
H -0.495 8.327 0.607
H -0.364 9.916 0.982
O -2.606 -4.069 0.535
H -2.975 -4.149 -0.404
H -1.668 -4.448 0.538
O 3.760 -0.064 -0.637
H 3.142 -0.693 -0.140
H 4.229 0.519 0.044
O -1.693 -0.538 -4.632
H -1.512 -1.433 -4.197
H -0.818 -0.034 -4.692
O -0.591 2.945 3.266
H -0.367 2.073 3.728
H -0.683 2.763 2.275
*
```

Lowest unoccupied orbital energy = -1.10 eV
Highest occupied orbital energy = -8.891 eV
M = 786.12 g/mol

No. 6
Molecular formula: C2H6N2O2S
Method: DFT, the ωB97M-V functional and the def2-TZVPD basis

ORCA input file:
```
! RIJCOSX wB97M-V def2-TZVPD def2/J DEFGRID3
* xyz 0 1
C 0.229 -1.330 -0.239
C -0.701 -0.102 -0.547
N 1.313 -0.985 0.560
N -2.161 -0.397 -0.865
O -2.964 0.491 -0.763
O -2.404 -1.514 -1.245
S -0.101 1.112 -1.717
H -0.388 -1.953 0.267
H 0.576 -1.703 -1.121
H -0.910 0.838 0.522
H 1.898 -0.152 0.345
H 0.910 -0.899 1.477
H 0.031 0.380 -2.760
*
```

Relative energy (zero: lowest compared OMol25 entry of this formula, charge and spin) = 489.4 kJ/mol
Lowest unoccupied orbital energy = 0.03 eV
Highest occupied orbital energy = -9.815 eV
M = 122.15 g/mol